1.
119
Properties=species:S:1:pos:R:3:mulliken_spin:R:1 method="wB97M-V/def2-TZVPD" homo_energy_ev="-0.6 / -2.6" charge=-2 orbital_gap_ev="4.4513 / 6.5337" lumo_energy_ha="0.14305 / 0.14304" multiplicity=2
La 0.2915 -0.2964 0.3740 0.017
C 1.5958 4.2525 0.2607 0.000
C 0.5634 3.1739 0.0517 -0.007
N 0.3826 2.2407 0.9190 0.014
N 1.1115 2.4510 2.0840 0.000
C 0.7381 1.7924 3.1353 0.003
S -0.4701 0.6238 3.3581 -0.001
S 1.6984 2.2715 4.5841 0.000
C 2.3014 3.9004 4.1287 0.000
C 1.3039 5.0348 4.1859 0.000
C -0.0715 4.8342 4.2039 0.000
C -0.9408 5.9199 4.2049 0.000
C -0.4516 7.2191 4.1922 0.000
C 0.9224 7.4280 4.1722 0.000
C 1.7862 6.3425 4.1661 0.000
C -0.3368 3.3123 -1.1372 -0.002
C -0.2745 4.5171 -1.8506 -0.005
C -1.1378 4.8204 -2.8872 -0.002
C -2.1277 3.9134 -3.2367 0.005
C -2.2189 2.7198 -2.5512 -0.022
C -1.3211 2.4131 -1.5357 0.045
O -1.4490 1.1583 -0.9709 0.005
H 2.3828 3.8743 0.9006 0.001
H 1.1529 5.1279 0.7462 0.000
H 2.0287 4.5475 -0.6895 0.000
H 2.6840 3.8132 3.1125 0.000
H 3.1465 4.1007 4.7903 0.000
H -0.4649 3.8237 4.2041 0.000
H -2.0094 5.7415 4.2067 0.000
H -1.1329 8.0616 4.1881 0.000
H 1.3210 8.4356 4.1562 0.000
H 2.8586 6.5084 4.1403 0.000
H 0.4672 5.2496 -1.5757 0.001
H -1.0407 5.7649 -3.4081 0.000
H -2.8186 4.1233 -4.0447 0.001
H -2.9818 1.9939 -2.7932 -0.008
O -2.8786 1.7141 0.7628 0.219
C -2.7725 1.0478 -0.2510 0.151
C -3.7250 0.2455 -0.9146 0.071
C -5.0679 0.3814 -0.4299 0.171
C -6.1162 -0.2710 -1.0144 -0.079
C -5.9097 -1.1276 -2.1168 0.275
C -4.6075 -1.3288 -2.5620 -0.132
C -3.5021 -0.7033 -1.9948 0.236
P -1.8090 -1.1106 -2.5339 -0.034
C -1.9344 -2.7870 -3.3109 -0.008
C -2.6663 -3.8165 -2.7165 0.001
C -2.5928 -5.1182 -3.1951 -0.003
C -1.7740 -5.4245 -4.2745 0.000
C -1.0302 -4.4126 -4.8687 0.000
C -1.1095 -3.1115 -4.3903 0.006
C -1.6554 -0.1185 -4.0831 0.050
C -2.7318 0.2068 -4.9103 -0.046
C -2.5306 0.9462 -6.0657 0.000
C -1.2501 1.3760 -6.4111 0.000
C -0.1765 1.0610 -5.5938 0.002
C -0.3869 0.3154 -4.4369 -0.005
H -5.2232 1.0439 0.4109 0.027
H -7.1188 -0.1234 -0.6252 -0.003
H -6.7367 -1.6400 -2.5919 0.024
H -4.4502 -2.0270 -3.3768 0.005
H -3.2874 -3.5996 -1.8559 0.011
H -3.1768 -5.8954 -2.7160 0.000
H -1.7134 -6.4411 -4.6454 0.000
H -0.3784 -4.6344 -5.7058 0.000
H -0.5118 -2.3403 -4.8621 0.002
H -3.7364 -0.0977 -4.6351 0.007
H -3.3767 1.1958 -6.6965 0.000
H -1.0970 1.9639 -7.3090 -0.001
H 0.8225 1.4039 -5.8278 0.001
H 0.4507 0.0786 -3.7983 0.004
F 1.9196 0.7961 -1.5301 0.003
As 3.1480 1.4020 -2.6895 0.001
F 2.7999 0.0380 -3.6929 0.000
F 4.3534 0.4929 -1.8640 0.000
F 4.3033 1.9857 -3.8095 0.000
F 3.4399 2.7158 -1.6040 0.000
F 1.9001 2.3038 -3.4566 0.000
C 3.6781 -2.2547 -1.5160 0.000
C 2.4024 -3.0101 -1.4388 0.000
N 1.2348 -2.5828 -1.0003 0.005
C 0.3618 -3.6540 -1.1231 -0.005
C 1.0048 -4.7254 -1.6408 0.000
N 2.3061 -4.3005 -1.8371 0.000
H 3.6742 -1.4440 -0.7920 0.000
H 3.8139 -1.8176 -2.5046 0.000
H 4.5233 -2.9117 -1.2971 0.000
H -0.6678 -3.5774 -0.8195 0.001
H 0.6661 -5.7147 -1.8925 0.000
H 3.0662 -4.8408 -2.2085 0.000
C 7.7807 0.1037 2.3664 0.000
C 7.3100 0.9220 1.3464 0.000
C 5.9621 0.9161 1.0160 0.000
C 5.0441 0.0990 1.6850 -0.001
C 5.5333 -0.7193 2.7096 0.000
C 6.8816 -0.7141 3.0429 0.000
C 3.6272 0.1560 1.2344 0.004
C 2.5701 -0.6031 1.5392 -0.003
C 2.5960 -1.7129 2.5124 -0.001
C 2.3305 -1.5119 3.8732 0.000
C 2.2709 -2.5737 4.7642 0.000
C 2.4759 -3.8811 4.3351 0.000
C 2.7476 -4.1014 2.9908 0.000
C 2.8029 -3.0368 2.1007 0.001
H 8.8315 0.1039 2.6315 0.000
H 7.9928 1.5661 0.8038 0.000
H 5.5980 1.5453 0.2112 0.000
H 4.8555 -1.3617 3.2577 0.000
H 7.2305 -1.3567 3.8437 0.000
H 3.4898 0.9506 0.5008 0.001
H 2.1779 -0.5033 4.2312 0.000
H 2.0541 -2.3732 5.8079 0.000
H 2.4178 -4.7088 5.0317 0.000
H 2.9137 -5.1097 2.6271 0.000
H 3.0145 -3.2301 1.0565 0.000
Cl -2.3508 -2.3327 0.5335 0.000
C -0.8248 -2.2071 1.5761 0.004
H -0.4041 -3.2162 1.5983 0.000
H -1.2122 -2.0011 2.5729 0.000



2.
22
Properties=species:S:1:pos:R:3:nbo_charge:R:1 method="wB97M-V/def2-TZVPD" homo_energy_ev=-13.4 charge=+1 e_above_lowest_kcal_mol=31.1 orbital_gap_ev=8.9814 lumo_energy_ha=-0.16290
C -0.0086 1.8975 -0.3120 -0.335
C -1.1946 -0.2436 0.1433 0.102
C 1.7349 -0.0079 -0.2036 -0.147
C -2.3263 -0.9976 0.8221 -0.651
C 1.4870 -0.2671 -1.6148 -0.746
N -1.0447 1.2305 0.2625 -0.633
N -0.0464 -0.9675 0.5998 -0.722
S 1.7192 1.6565 0.2991 0.345
S 2.8822 -1.0442 0.4549 0.239
H 0.0724 1.9054 -1.4508 0.222
H -0.1535 3.0035 0.0423 0.256
H -1.2504 -0.3844 -0.9701 0.193
H -2.3207 -0.7114 1.9019 0.222
H -2.4156 -2.1392 0.8058 0.257
H -3.2996 -0.5658 0.3418 0.243
H 1.8659 -1.3085 -1.9170 0.258
H 2.0882 0.5075 -2.1666 0.279
H 0.4551 -0.1340 -2.0150 0.260
H -1.4005 1.7551 1.0580 0.409
H 0.1689 -0.7384 1.5837 0.386
H -0.1442 -1.9492 0.6697 0.408
H 3.1312 -0.4972 1.6650 0.155



- Look up the charge of the second one.
  +1



- Which of these has the highest charge?
  C5H13N2S2



- Which of these has the highest charge?
  C5H13N2S2



- Which of these has the lowest charge?
  C54H47AsClF6LaN4O2PS2